Entry 1:
This record from the OMol25 dataset describes an isolated ion of composition C6H8N and charge +1 at a distorted geometry. The level of theory is ωB97M-V/def2-TZVPD.

Total charge: +1
HOMO energy in eV: -13.74
E_LUMO in eV: -4.726
ΔE to the lowest compared entry with this formula, charge and spin in eV: 6.2479
Max |F| in eV/Å: 4.32
SMILES: C=C=C1C(C)=[N+]1C
Calculated total energy in eV: -7829.4404

```
15
Properties=species:S:1:pos:R:3:forces:R:3
H -0.8827 -0.0994 -3.1223 -0.5 0.4 -0.2
H -0.1435 2.3828 0.8180 2.3 1.9 1.2
C -0.1146 -0.2256 -1.0783 -1.2 0.4 1.2
N -0.1863 0.7122 -0.2050 0.2 -2.3 -1.3
C 1.1654 -0.8673 1.2188 -0.5 -0.3 0.8
C 0.4524 -0.5057 0.2104 0.8 0.0 -0.1
C -0.5623 -0.7673 -2.3549 0.5 -2.8 1.6
C -0.7835 1.8654 0.2218 -4.0 1.6 -0.7
H 0.8018 -1.6791 3.1927 0.1 0.9 -1.4
C 1.4569 -1.0973 2.4673 -0.4 -1.6 1.6
H -1.1593 2.4200 -0.6754 0.4 -0.2 1.0
H 0.4447 -1.1607 -2.5592 -0.3 -0.5 -1.2
H 2.3742 -0.9587 3.0160 0.6 0.5 -0.7
H -1.2350 -1.7657 -2.1170 1.5 2.7 -0.7
H -1.6283 1.7463 0.9672 0.5 -0.7 -1.1
```
Forces are in eV/Å.

What are the natural (NBO) partial charges on each atom? They are as follows, in elementary charge units: 0.28, 0.25, 0.48, -0.19, 0.01, 0.04, -0.70, -0.45, 0.25, -0.34, 0.25, 0.28, 0.25, 0.32, 0.27



Entry 2:
This record from the OMol25 dataset describes one molecule with the formula C22H34ClN3O4S2 at a distorted geometry. The level of theory is ωB97M-V/def2-TZVPD.

Total charge: 0
HOMO energy in eV: -8.49
E_LUMO in eV: -1.275
Max |F| in eV/Å: 2.27
Calculated total energy in eV: -70215.6995

```
66
Properties=species:S:1:pos:R:3:forces:R:3
H 2.2308 -2.2163 2.1994 -0.2 0.1 0.0
C -1.1211 2.5931 0.2180 1.2 0.1 -0.3
S 4.4243 -0.7294 -1.0299 0.0 -0.3 0.1
C -3.1358 -0.5375 -0.8526 -1.1 0.8 0.7
H 2.3888 0.4837 2.5974 -0.1 0.0 0.2
C -4.0016 -1.8029 -0.9029 0.3 0.5 0.0
O -1.3614 -2.7837 -2.4703 -0.4 -0.4 0.7
H -4.0577 2.7391 -0.6173 0.1 0.1 0.0
H -0.7860 2.4505 -0.8004 -0.3 -0.1 -0.1
H 0.1514 -2.6551 2.4232 -0.3 0.0 -0.1
C 2.5367 -0.6500 -3.5893 -0.1 -0.2 -0.7
C -0.7383 3.1658 2.4383 0.1 0.4 -0.3
C -4.0076 0.6315 -0.2957 0.8 -0.5 -1.1
C 1.2132 3.2928 0.8630 0.6 0.2 -0.1
H 2.9408 1.8999 -3.5736 -0.1 -0.1 0.1
H 1.4005 -3.9718 0.0741 0.0 0.3 -0.6
H -4.9869 -1.5049 -1.2526 -0.1 -0.3 0.0
H 3.5661 -0.3115 -3.4849 -0.1 0.0 0.6
H 0.4420 -5.6449 2.0247 0.2 0.0 -0.2
H 0.9199 0.5854 0.0462 -0.1 -0.4 -0.2
C 2.0321 1.7655 -4.1616 -0.5 -0.1 -0.3
H -4.2454 0.4990 0.7578 0.1 0.2 0.0
C 1.8473 0.2950 -4.5856 0.9 0.4 0.4
H 2.8581 1.9433 0.6181 0.1 0.0 0.1
C -3.2968 1.9539 -0.5916 -1.4 0.6 1.1
H 2.1341 2.4136 -5.0339 -0.1 0.0 0.0
O 0.5937 4.7952 3.5532 -0.6 -0.4 -0.9
C 2.8169 -0.7963 -0.7209 1.5 0.2 -0.6
C -0.2108 3.0095 1.1687 -0.3 0.1 0.5
H 1.1626 2.1135 -3.6015 0.2 0.1 0.2
C 0.7158 -4.6886 2.4738 -0.5 -0.1 0.3
N 2.3906 -0.8625 0.6159 -1.6 0.0 -1.1
C 2.2242 2.2578 1.4544 -0.1 -0.3 -0.4
C 1.6014 0.9823 2.0265 0.6 -0.5 -0.1
H 0.3196 -4.7198 3.4920 0.0 0.0 0.0
H -4.0788 -2.2057 0.1133 -0.1 -0.3 -0.2
C -2.1788 -2.9918 -1.6181 0.2 0.0 -1.4
Cl -2.7814 2.9824 4.1837 0.0 0.0 -0.4
H 0.4138 -2.4610 -0.1358 0.5 0.0 -0.4
C 1.2168 -0.0258 0.8997 -0.1 1.2 1.6
H -2.7973 1.9809 -1.5544 0.3 -0.2 0.1
H -0.9005 -3.6255 1.4215 0.1 -0.3 -0.1
H 2.9088 2.7234 2.1595 -0.3 0.2 0.2
N -2.3785 2.3616 0.5013 -1.0 -0.8 -1.6
H 0.8051 0.0320 -4.7598 0.0 0.0 -0.1
O -3.5178 -2.7698 -1.8541 0.8 0.3 0.8
H 2.4153 0.1750 -5.5112 -0.3 -0.2 -0.1
H 2.5855 -1.6563 -4.0099 0.0 0.0 0.1
H 1.4405 4.2775 1.2796 -0.1 0.0 0.0
H -2.2777 -0.6123 -0.1779 0.2 -0.3 -0.3
H 1.8001 -4.6178 2.5740 0.0 -0.1 -0.2
C 1.0561 -3.0416 0.5252 -0.9 -0.5 1.8
C 0.1434 -3.4916 1.7143 0.7 0.6 0.2
H -4.9514 0.6587 -0.8452 0.0 0.0 0.0
O 0.2276 2.8051 4.4872 -0.1 -1.1 0.2
N -2.9493 2.4488 1.6914 0.9 0.2 -0.6
H -2.8139 -0.2119 -1.8418 0.1 -0.5 -0.1
C -2.0994 2.8437 2.5927 -0.5 0.3 2.2
H 1.3606 3.3659 -0.2170 -0.2 -0.1 0.0
S 1.6340 -0.7598 -2.0343 -0.3 0.2 0.5
H -1.9120 -3.3971 -0.6266 -0.3 0.1 0.0
H 0.3541 -0.5809 1.2814 0.0 -0.3 -0.4
H 3.1684 -2.7588 0.8391 0.1 0.2 0.1
H 0.7857 1.1497 2.7309 0.0 0.2 -0.1
C 2.2458 -2.2409 1.1081 0.7 -0.4 -0.6
C 0.1136 3.6490 3.6030 0.7 1.1 1.0
```
Forces are in eV/Å.

What are the natural (NBO) partial charges on each atom? They are as follows, in elementary charge units: 0.21, 0.06, -0.03, -0.44, 0.23, -0.08, -0.52, 0.23, 0.23, 0.19, -0.54, -0.05, -0.41, -0.47, 0.21, 0.22, 0.20, 0.26, 0.21, 0.20, -0.61, 0.24, -0.40, 0.21, -0.21, 0.21, -0.69, -0.10, 0.03, 0.20, -0.62, -0.51, -0.39, -0.41, 0.21, 0.18, 0.64, 0.08, 0.22, -0.25, 0.22, 0.19, 0.24, -0.09, 0.21, -0.52, 0.21, 0.23, 0.28, 0.21, 0.21, -0.45, -0.39, 0.22, -0.67, -0.21, 0.22, 0.20, 0.21, 0.28, 0.12, 0.20, 0.22, 0.23, -0.21, 0.72



Entry 3:
This record from the OMol25 dataset describes a 2-piece molecular cluster, C4H8N2O2 overall at a distorted geometry. The level of theory is ωB97M-V/def2-TZVPD.

Total charge: 0
HOMO energy in eV: -8.67
E_LUMO in eV: 0.527
ΔE to the lowest compared entry with this formula, charge and spin in eV: 4.6688
Max |F| in eV/Å: 4.18
SMILES: CC(=O)NN.C=C=O
Calculated total energy in eV: -11349.4439

```
16
Properties=species:S:1:pos:R:3:forces:R:3
H -0.6952 -1.4301 0.6064 -0.1 0.3 -0.3
O 1.0036 1.2266 1.3767 -0.5 -0.9 -0.3
H -2.5860 1.8577 0.5503 -0.6 -0.5 -0.6
H -0.8423 2.1944 0.5380 0.1 -0.2 -0.1
H 0.8150 -1.8131 1.2993 0.2 0.1 0.7
H 1.3909 1.0132 -1.0125 0.1 -0.4 0.2
H 2.0936 -0.9647 -2.0836 -0.1 1.7 0.5
O -1.9607 -0.0840 -1.5525 2.0 0.7 -0.1
C 0.6599 0.2340 0.7842 1.9 -0.3 -1.9
H 1.1063 -1.8562 -1.4043 -1.5 0.7 0.9
N 0.9302 0.1577 -0.7026 -1.3 1.1 1.2
C -1.4305 0.7360 -0.8753 -4.0 -1.1 0.6
C -1.6289 1.5600 0.1611 2.0 1.0 -0.3
H -0.4889 -0.8126 2.2140 0.5 -0.4 0.3
C 0.0493 -1.0383 1.2976 -0.5 0.4 -0.4
N 1.5836 -0.9805 -1.1966 1.6 -2.4 -0.6
```
Forces are in eV/Å.

What are the natural (NBO) partial charges on each atom? They are as follows, in elementary charge units: 0.24, -0.56, 0.26, 0.25, 0.25, 0.39, 0.38, -0.50, 0.74, 0.37, -0.51, 0.67, -0.78, 0.25, -0.75, -0.71



Entry 4:
This record from the OMol25 dataset describes one molecule with the formula C3H7NO2 at a distorted geometry. The level of theory is ωB97M-V/def2-TZVPD.

Total charge: 0
HOMO energy in eV: -9.45
E_LUMO in eV: 0.406
ΔE to the lowest compared entry with this formula, charge and spin in eV: 2.0613
Max |F| in eV/Å: 5.06
SMILES: CNC(=O)CO
Calculated total energy in eV: -8808.4676

```
13
Properties=species:S:1:pos:R:3:forces:R:3
C 1.9452 0.2696 0.0561 2.2 1.4 0.6
H -0.6670 2.6598 0.0567 0.3 -4.2 -1.9
H -2.1591 0.4404 0.0994 0.1 0.4 0.3
O -0.5593 1.6705 -0.4200 -0.3 4.7 1.7
C -1.1197 0.6604 0.3861 -0.4 -0.9 -0.8
H 2.6868 0.0011 0.8850 -0.8 0.3 -1.1
H 1.1544 -1.7522 -0.1419 0.2 2.1 0.2
C -0.4118 -0.6596 0.0040 -1.5 -1.7 0.9
O -1.0697 -1.7231 -0.1603 1.1 2.5 0.3
H 1.4849 1.2552 0.3903 0.8 -1.3 -0.9
H -1.0657 0.8878 1.4623 0.2 -0.3 -0.3
N 0.9313 -0.7210 0.0209 -0.2 -3.0 -0.9
H 2.5970 0.3527 -0.9324 -1.7 0.0 1.9
```
Forces are in eV/Å.

What are the natural (NBO) partial charges on each atom? They are as follows, in elementary charge units: -0.42, 0.48, 0.20, -0.72, -0.16, 0.19, 0.41, 0.65, -0.64, 0.23, 0.19, -0.61, 0.20



Entry 5:
This record from the OMol25 dataset describes one molecule with the formula C4H5NO at a distorted geometry. The level of theory is ωB97M-V/def2-TZVPD.

Total charge: 0
HOMO energy in eV: -9.53
E_LUMO in eV: 0.954
ΔE to the lowest compared entry with this formula, charge and spin in eV: 2.7626
Max |F| in eV/Å: 1.57
SMILES: O=C1CN2C[C@@H]12
Calculated total energy in eV: -7763.7638

```
11
Properties=species:S:1:pos:R:3:forces:R:3
H -2.1260 -0.5412 0.7948 0.3 -0.1 0.3
H 0.8701 1.5032 -1.2650 0.1 -0.3 0.2
H -0.9149 -1.5028 -0.1925 -0.1 0.3 -0.2
O 2.3467 -0.6770 0.4096 -1.2 0.5 -0.9
C 0.3658 0.5403 -1.0945 0.4 -0.2 0.2
C -1.1295 -0.5880 0.3647 -0.1 -0.1 -0.1
N -0.6754 0.7098 -0.0914 -0.4 0.4 -0.1
H -0.1080 0.2618 -2.0610 0.9 -0.6 0.5
C 0.0492 0.0671 1.0046 0.1 0.0 0.3
H 0.0709 0.5081 1.9968 0.1 -0.3 -0.1
C 1.2511 -0.2812 0.1340 -0.1 0.4 -0.1
```
Forces are in eV/Å.

What are the natural (NBO) partial charges on each atom? They are as follows, in elementary charge units: 0.23, 0.22, 0.20, -0.50, -0.34, -0.26, -0.37, 0.22, -0.22, 0.23, 0.60



Entry 6:
This record from the OMol25 dataset describes one molecule with the formula C4H9NO2. The level of theory is ωB97M-V/def2-TZVPD.

Total charge: 0
HOMO energy in eV: -9.62
E_LUMO in eV: 0.690
ΔE to the lowest compared entry with this formula, charge and spin in eV: 0.9007
Max |F| in eV/Å: 0.92
SMILES: CN[C@H](C)C(=O)O
Calculated total energy in eV: -9879.1600

```
16
Properties=species:S:1:pos:R:3:forces:R:3
H -0.9139 1.0279 -1.7081 -0.1 0.1 -0.1
H 0.8389 -0.7797 1.6582 0.1 0.2 0.0
H 0.9321 -2.4337 -0.8868 0.1 0.0 0.0
O -0.5639 1.7594 2.2124 0.1 0.3 0.1
O 0.9215 0.0943 2.0940 -0.3 -0.1 0.1
H 0.6915 1.2094 -1.0634 0.0 0.2 0.1
H -0.5829 2.3230 -0.5396 -0.1 -0.1 0.1
H 0.6053 -1.0019 -1.8658 -0.1 0.0 -0.2
C 0.7842 -1.3551 -0.8508 0.0 0.0 0.0
C -0.1242 0.8093 1.6369 0.0 -0.3 -0.3
H -1.1191 -1.5919 -0.2591 0.0 -0.1 0.3
C -0.7140 0.3104 0.3026 0.5 -0.1 0.8
H 1.6977 -0.8746 -0.5153 0.2 -0.1 0.2
C -0.3655 1.2904 -0.8035 0.1 -0.2 -0.5
N -0.3089 -1.0915 0.0865 -0.3 0.0 -0.5
H -1.7787 0.3045 0.5018 -0.3 0.1 -0.2
```
Forces are in eV/Å.

What are the natural (NBO) partial charges on each atom? They are as follows, in elementary charge units: 0.21, 0.50, 0.21, -0.57, -0.68, 0.21, 0.24, 0.18, -0.43, 0.78, 0.37, -0.17, 0.20, -0.62, -0.65, 0.22



Question: Which of these has the lowest E_LUMO?
Answer: C6H8N